Below is a cluster of 10 separate species, C18H56O10 in total, with properties calculated with ωB97M-V/def2-TZVPD.

Structure (XYZ):
```
84
C18H56O10 | the Open Molecules 2025 dataset | ωB97M-V/def2-TZVPD
C -1.939 -3.816 0.187
C -2.359 -3.600 1.615
C -2.215 -2.143 2.040
O -3.731 -4.034 1.695
H -1.796 -4.853 -0.122
H -0.946 -3.365 0.058
H -2.579 -3.365 -0.573
H -1.762 -4.242 2.272
H -1.167 -1.919 2.245
H -2.749 -1.988 2.983
H -2.633 -1.428 1.336
H -4.006 -3.965 2.617
C 3.219 2.468 -1.157
C 4.245 2.871 -0.098
C 4.935 4.175 -0.445
O 3.716 2.890 1.213
H 3.663 2.002 -2.033
H 2.602 3.298 -1.516
H 2.532 1.719 -0.753
H 5.043 2.127 -0.230
H 4.253 5.035 -0.374
H 5.302 4.261 -1.471
H 5.765 4.391 0.229
H 2.957 3.486 1.112
C 1.250 -0.648 4.709
C 1.815 -0.794 3.275
C 1.705 0.552 2.540
O 3.217 -1.121 3.409
H 0.207 -0.320 4.638
H 1.775 0.167 5.208
H 1.305 -1.606 5.218
H 1.354 -1.633 2.758
H 1.895 0.336 1.484
H 2.395 1.328 2.856
H 0.668 0.898 2.592
H 3.594 -0.447 3.982
C 3.032 -2.213 -0.942
C 3.976 -1.022 -0.793
C 5.354 -1.476 -0.287
O 4.145 -0.519 -2.125
H 3.266 -3.010 -1.646
H 2.063 -1.815 -1.262
H 2.918 -2.695 0.033
H 3.653 -0.254 -0.085
H 5.270 -1.814 0.749
H 6.035 -0.628 -0.381
H 5.727 -2.317 -0.872
H 4.550 0.350 -2.036
C -2.762 3.647 -0.092
O -2.019 3.547 -1.294
H -2.139 3.633 0.804
H -3.242 4.628 -0.140
H -3.548 2.888 -0.053
H -1.789 2.634 -1.495
C -0.627 0.282 -0.880
O -1.826 0.646 -0.201
H 0.198 0.858 -0.475
H -0.536 -0.804 -0.913
H -0.715 0.587 -1.933
H -2.570 0.089 -0.488
C -4.875 -0.587 -1.760
O -3.961 -1.028 -0.773
H -4.786 0.474 -1.980
H -4.712 -1.120 -2.709
H -5.912 -0.835 -1.519
H -4.302 -1.827 -0.359
C -0.514 -3.125 -3.001
O -0.477 -2.368 -4.221
H -1.527 -3.487 -2.850
H 0.299 -3.849 -2.972
H -0.351 -2.462 -2.142
H 0.465 -2.242 -4.386
C -3.562 2.630 -4.069
O -2.276 1.979 -3.950
H -4.308 1.851 -3.917
H -3.661 3.330 -3.239
H -3.620 3.175 -5.007
H -2.426 1.033 -3.975
C -3.550 1.097 2.900
O -2.211 1.427 2.558
H -4.087 0.630 2.068
H -3.485 0.339 3.685
H -4.106 1.967 3.240
H -1.998 1.056 1.685
```

Summary:
- Strongest force on any atom: 2.50 eV/A
- Total energy: -1471.6571 Eh
- Kohn-Sham gap: 10.1 eV
- Lowest unoccupied orbital energy: 0.4 eV
- Molar mass: 432.64 g/mol
- Structure (SMILES): CC(C)O.CC(C)O.CC(C)O.CC(C)O.CO.CO.CO.CO.CO.CO
- Charge: 0

Atomic partial charges in e from the Mulliken method, atoms 1 to 2:
1 C -0.86
2 C 0.33



Below is a cluster of 10 separate species, C18H56O10 in total, with properties calculated with ωB97M-V/def2-TZVPD.

Structure (XYZ):
```
84
C18H56O10 | the Open Molecules 2025 dataset | ωB97M-V/def2-TZVPD
C 1.769 -0.100 0.852
C 0.564 -0.187 -0.099
C 0.267 1.024 -1.058
O 0.807 -1.253 -0.945
H 1.578 0.368 1.818
H 2.614 0.468 0.463
H 1.980 -1.134 1.125
H -0.276 -0.622 0.444
H 0.203 1.976 -0.530
H -0.750 0.897 -1.430
H 0.761 1.156 -2.021
H 0.020 -1.802 -0.976
C -3.827 -2.391 -1.286
C -3.437 -1.069 -0.931
C -3.866 -0.037 -2.047
O -4.045 -0.663 0.250
H -3.425 -2.672 -2.259
H -4.896 -2.568 -1.410
H -3.578 -3.133 -0.527
H -2.362 -0.970 -0.786
H -3.344 -0.278 -2.973
H -3.796 0.997 -1.709
H -4.908 -0.123 -2.356
H -4.128 0.290 0.173
C 1.549 -3.997 2.298
C 2.011 -5.365 1.822
C 2.491 -6.206 2.984
O 1.004 -5.982 1.069
H 1.525 -3.335 1.433
H 2.218 -3.671 3.094
H 0.559 -4.052 2.751
H 2.842 -5.189 1.139
H 2.423 -7.249 2.674
H 1.883 -6.103 3.884
H 3.565 -6.095 3.133
H 0.207 -5.899 1.598
C 1.031 3.665 2.115
C 0.255 4.324 3.152
C 0.996 5.424 3.792
O -0.764 4.967 2.561
H 0.594 3.383 1.158
H 1.501 2.753 2.485
H 1.927 4.178 1.765
H -0.074 3.579 3.877
H 1.806 5.008 4.392
H 0.389 5.986 4.501
H 1.363 6.159 3.076
H -0.392 5.585 1.928
C -0.481 4.401 -3.313
O -1.849 4.121 -3.527
H 0.113 4.176 -4.199
H -0.174 5.447 -3.324
H -0.094 3.766 -2.517
H -2.268 4.906 -3.886
C -0.357 -4.479 -1.590
O -0.445 -3.743 -0.349
H -1.213 -5.128 -1.776
H -0.301 -3.713 -2.363
H 0.563 -5.046 -1.729
H -0.243 -4.267 0.430
C 3.703 -1.981 -3.706
O 2.418 -2.373 -3.384
H 3.736 -1.213 -4.479
H 4.220 -1.625 -2.814
H 4.282 -2.819 -4.094
H 2.105 -1.847 -2.644
C -0.958 1.297 -5.008
O -2.201 1.977 -5.015
H -0.592 1.291 -3.981
H -1.018 0.291 -5.423
H -0.146 1.935 -5.358
H -2.029 2.764 -4.492
C 2.069 -0.172 5.321
O 1.554 -1.034 6.252
H 2.579 0.624 5.862
H 2.853 -0.711 4.789
H 1.197 0.201 4.784
H 0.602 -0.939 6.335
C -2.193 4.084 -0.246
O -2.253 3.334 1.018
H -2.912 4.904 -0.259
H -1.193 4.503 -0.355
H -2.298 3.403 -1.091
H -1.610 3.624 1.669
```

Summary:
- Strongest force on any atom: 4.68 eV/A
- Total energy: -1471.2162 Eh
- Kohn-Sham gap (spin up / spin down): 9.3 / 2.3 eV
- ⟨S²⟩: 0.76
- Lowest unoccupied orbital energy (spin up / spin down): -2.5 / -9.5 eV
- Molar mass: 432.64 g/mol
- Charge: +1
- Multiplicity: 2

Atomic partial charges in e from the Mulliken method, atoms 1 to 2:
1 C -1.12
2 C 0.63



Below is a cluster of 10 separate species, C18H56O19 in total, with properties calculated with ωB97M-V/def2-TZVPD.

Structure (XYZ):
```
93
C18H56O19 | the Open Molecules 2025 dataset | ωB97M-V/def2-TZVPD
O 3.059 -0.748 -2.507
C 3.255 -1.237 -1.238
C 3.647 -0.114 -0.352
O 4.154 -0.708 0.775
H 2.170 -0.855 -2.824
H 2.315 -1.682 -0.776
H 4.058 -1.975 -1.279
H 2.813 0.562 -0.146
H 4.380 0.482 -0.858
H 3.462 -0.802 1.389
O 0.170 1.253 4.482
C 0.356 0.195 3.546
C 1.779 0.295 3.003
O 2.011 -0.925 2.312
H 0.673 0.959 5.242
H 0.091 -0.729 4.084
H -0.272 0.269 2.643
H 2.456 0.392 3.779
H 1.970 1.173 2.369
H 1.837 -1.726 2.862
O -1.781 0.870 0.003
C -0.689 0.055 -0.284
C -1.121 -1.315 0.155
O 0.020 -2.159 0.090
H -2.508 0.710 -0.663
H -0.464 -0.052 -1.393
H 0.154 0.485 0.159
H -1.866 -1.763 -0.543
H -1.421 -1.321 1.208
H 0.592 -1.965 0.818
O 2.722 -4.193 5.788
C 2.158 -3.499 4.728
C 1.646 -4.540 3.699
O 1.477 -3.798 2.535
H 3.077 -3.590 6.461
H 1.354 -2.834 5.023
H 2.862 -2.778 4.278
H 0.715 -4.988 3.955
H 2.302 -5.404 3.603
H 1.220 -4.346 1.791
O -1.009 -3.770 -2.571
C -0.175 -4.699 -1.985
C -1.043 -5.897 -1.624
O -0.324 -6.913 -0.998
H -1.190 -4.044 -3.448
H 0.573 -5.119 -2.753
H 0.415 -4.306 -1.076
H -1.528 -6.320 -2.493
H -1.801 -5.494 -0.998
H 0.084 -6.566 -0.191
O 1.197 2.090 -1.910
C 0.981 3.172 -1.026
C 2.198 3.505 -0.228
O 2.221 4.809 0.136
H 1.970 2.230 -2.411
H 0.490 4.009 -1.573
H 0.155 2.770 -0.433
H 3.129 3.341 -0.844
H 2.281 2.887 0.599
H 1.386 5.284 -0.056
O -2.992 -0.972 -5.802
C -3.440 -0.713 -4.484
C -2.634 0.374 -3.780
O -3.288 0.763 -2.673
H -2.003 -0.955 -5.866
H -4.514 -0.490 -4.441
H -3.177 -1.596 -3.884
H -2.597 1.287 -4.378
H -1.670 -0.063 -3.590
H -3.698 1.601 -2.836
O 0.374 3.840 3.649
C -0.235 3.620 2.440
C -1.644 3.345 2.813
O -2.319 3.203 1.570
H 0.451 2.998 4.077
H -0.082 4.460 1.766
H 0.317 2.713 2.054
H -1.924 4.227 3.452
H -1.757 2.469 3.498
H -1.959 2.455 1.137
O -3.509 3.671 -3.076
C -2.789 3.624 -1.873
C -2.637 5.088 -1.387
O -1.700 4.966 -0.331
H -3.292 4.499 -3.601
H -3.226 2.937 -1.204
H -1.821 3.189 -2.033
H -3.557 5.622 -1.224
H -2.064 5.578 -2.189
H -2.096 4.356 0.361
O 0.469 -1.326 -3.286
H 0.176 -1.486 -4.213
H -0.022 -1.915 -2.737
```

Summary:
- Strongest force on any atom: 3.87 eV/A
- Total energy: -2148.7207 Eh
- Kohn-Sham gap: 8.9 eV
- Lowest unoccupied orbital energy: -0.1 eV
- Molar mass: 576.63 g/mol
- Structure (SMILES): OCCO.OCCO.OCCO.OCCO.OCCO.OCCO.OCCO.OCCO.OCCO.O
- Charge: 0

Atomic partial charges in e from the Mulliken method, atoms 1 to 2:
1 O -0.61
2 C 0.46



Below is a cluster of 10 separate species, C18H56O19 in total, with properties calculated with ωB97M-V/def2-TZVPD.

Structure (XYZ):
```
93
C18H56O19 | the Open Molecules 2025 dataset | ωB97M-V/def2-TZVPD
O 13.113 7.457 9.482
C 13.936 8.550 9.399
C 15.369 7.975 9.570
O 16.240 9.036 9.169
H 12.366 7.565 8.927
H 13.868 8.907 8.410
H 13.547 9.172 10.189
H 15.500 7.195 8.841
H 15.635 7.731 10.656
H 17.192 8.725 9.038
O 6.720 3.219 7.865
C 7.653 2.528 8.645
C 8.923 3.306 8.801
O 9.680 3.252 7.611
H 5.852 2.819 7.959
H 7.297 2.438 9.644
H 7.812 1.469 8.363
H 9.495 2.883 9.606
H 8.817 4.381 9.080
H 10.532 3.621 7.829
O 12.942 4.388 5.023
C 11.863 5.277 5.278
C 10.511 4.763 4.767
O 9.578 5.636 5.275
H 13.736 4.894 5.273
H 11.875 5.368 6.302
H 12.091 6.283 4.997
H 10.298 3.719 4.992
H 10.576 4.841 3.653
H 9.836 6.501 4.925
O 12.443 7.685 13.877
C 13.112 7.331 12.628
C 13.285 5.855 12.427
O 14.057 5.593 11.326
H 12.939 8.286 14.435
H 12.568 7.776 11.760
H 14.094 7.748 12.550
H 12.311 5.445 12.320
H 13.732 5.449 13.360
H 13.730 6.195 10.625
O 14.715 2.656 6.443
C 14.202 2.621 7.760
C 14.968 3.719 8.561
O 14.594 4.947 8.007
H 15.376 1.997 6.413
H 13.148 2.717 7.804
H 14.422 1.688 8.233
H 16.039 3.438 8.425
H 14.661 3.608 9.605
H 14.638 4.812 7.081
O 10.648 7.144 8.003
C 10.185 8.420 7.760
C 11.177 9.044 6.742
O 10.827 10.416 6.441
H 9.964 6.667 8.434
H 9.157 8.330 7.428
H 10.030 8.969 8.695
H 11.369 8.372 5.927
H 12.122 9.249 7.153
H 10.677 10.865 7.292
O 13.308 -0.088 9.667
C 12.087 -0.584 9.234
C 11.476 0.453 8.265
O 10.184 -0.067 8.124
H 14.018 -0.735 9.373
H 12.224 -1.560 8.815
H 11.419 -0.771 10.021
H 12.082 0.472 7.314
H 11.451 1.408 8.668
H 9.756 0.474 7.473
O 9.986 5.775 10.806
C 10.011 7.112 11.223
C 8.575 7.625 11.114
O 8.562 8.940 11.609
H 10.651 5.615 10.107
H 10.223 7.113 12.326
H 10.631 7.783 10.668
H 7.940 6.953 11.693
H 8.143 7.588 10.141
H 9.109 8.997 12.416
O 13.932 1.760 13.844
C 13.781 2.107 12.487
C 12.425 2.196 12.007
O 12.374 2.442 10.592
H 14.823 1.878 14.057
H 14.111 3.144 12.294
H 14.427 1.479 11.856
H 11.794 2.891 12.505
H 11.898 1.320 12.288
H 12.572 1.571 10.174
O 11.973 4.685 9.056
H 12.870 4.974 8.849
H 12.096 3.994 9.733
```

Summary:
- Strongest force on any atom: 3.63 eV/A
- Total energy: -2148.7173 Eh
- Kohn-Sham gap: 9.7 eV
- Lowest unoccupied orbital energy: 0.1 eV
- Molar mass: 576.63 g/mol
- Structure (SMILES): OCCO.OCCO.OCCO.OCCO.OCCO.OCCO.OCCO.OCCO.OCCO.O
- Charge: 0

Atomic partial charges in e from the Mulliken method, atoms 1 to 2:
1 O 0.66
2 C -0.51



Below is a cluster of 12 separate species, C18H60N6O12 in total, with properties calculated with ωB97M-V/def2-TZVPD.

Structure (XYZ):
```
96
C18H60N6O12 | the Open Molecules 2025 dataset | ωB97M-V/def2-TZVPD
N -2.965 1.688 2.884
C -3.837 1.097 2.140
N -4.787 0.550 2.859
O -3.777 1.288 0.760
H -2.273 2.268 2.373
H -2.963 1.671 3.923
H -5.439 0.129 2.222
H -4.632 0.012 3.745
N 1.081 0.202 -2.719
C 1.138 -1.140 -2.655
N 1.597 -1.641 -3.769
O 0.817 -1.886 -1.486
H 0.924 0.667 -1.824
H 1.525 0.732 -3.459
H 1.432 -2.713 -3.854
H 2.092 -1.215 -4.627
N 0.522 0.908 3.578
C 1.515 1.418 2.865
N 1.666 2.682 3.126
O 2.256 0.739 1.991
H 0.228 -0.077 3.361
H -0.026 1.400 4.225
H 2.392 3.136 2.499
H 0.959 3.272 3.580
C 3.964 0.619 -1.185
C 3.973 -0.711 -0.505
C 4.685 -1.709 -1.336
O 4.548 -0.718 0.553
H 3.691 0.547 -2.258
H 4.949 1.001 -1.208
H 3.293 1.293 -0.785
H 2.855 -1.024 -0.293
H 5.679 -1.397 -1.617
H 4.274 -1.859 -2.284
H 4.736 -2.758 -0.959
H 4.102 -0.148 1.123
C 2.131 -3.131 1.531
C 2.238 -3.158 3.022
C 2.833 -1.887 3.625
O 1.157 -3.415 3.595
H 3.111 -3.355 1.102
H 1.905 -2.111 1.171
H 1.513 -3.819 1.046
H 2.926 -3.949 3.257
H 2.172 -1.044 3.552
H 3.789 -1.666 3.148
H 3.144 -2.134 4.687
H 1.026 -4.372 3.527
C -3.128 -0.908 -5.330
C -1.858 -1.349 -4.637
C -2.207 -2.116 -3.410
O -1.009 -1.981 -5.287
H -3.683 -1.753 -5.782
H -3.130 -0.094 -6.108
H -3.826 -0.548 -4.594
H -1.281 -0.435 -4.383
H -1.659 -3.082 -3.404
H -3.252 -2.553 -3.376
H -1.885 -1.551 -2.599
H -0.203 -1.896 -4.794
C -2.089 1.884 -1.987
O -0.977 2.061 -2.868
H -1.723 1.726 -1.029
H -2.619 0.928 -2.345
H -2.735 2.774 -1.875
H -0.384 1.304 -2.896
C -2.084 4.007 0.657
O -1.306 3.203 1.559
H -3.133 3.666 0.531
H -1.618 4.106 -0.315
H -2.060 5.018 0.939
H -0.690 2.651 1.038
C -0.143 0.268 0.268
O 0.651 1.339 -0.092
H 0.509 -0.615 0.403
H -0.803 -0.154 -0.373
H -0.656 0.449 1.226
H 1.468 1.209 0.401
C 1.539 4.823 1.028
O 2.599 3.927 0.649
H 1.157 5.259 0.088
H 1.889 5.623 1.623
H 0.732 4.380 1.556
H 3.262 4.469 0.193
C -1.531 -2.218 2.246
O -0.522 -1.561 3.030
H -2.380 -1.501 2.189
H -1.771 -3.171 2.649
H -0.989 -2.356 1.225
H 0.134 -2.304 3.214
C -4.025 -1.573 -0.589
O -4.695 -0.386 -1.035
H -4.337 -1.783 0.478
H -2.987 -1.359 -0.632
H -4.337 -2.474 -1.173
H -4.404 0.381 -0.491
```

Summary:
- Strongest force on any atom: 12.81 eV/A
- Total energy: -1952.9491 Eh
- Kohn-Sham gap: 9.1 eV
- Lowest unoccupied orbital energy: 0.3 eV
- Molar mass: 552.71 g/mol
- Structure (SMILES): NC(N)=O.NC(N)=O.NC(N)=O.CC(C)O.CC(C)O.CC(C)O.CO.CO.CO.CO.CO.CO
- Charge: 0

Atomic partial charges in e from the Mulliken method, atoms 1 to 2:
1 N -0.13
2 C 0.36



> Look up the molar mass of the fifth one.

552.71 g/mol